1.
{
  "formula": "C9H10BNS",
  "method": "the ωB97M-V functional and the def2-TZVPD basis",
  "charge": 0,
  "e_lumo_ha": 0.0191,
  "smiles": "C=C=Nc1ccccc1BSC",
  "elements": ["C", "C", "H", "H", "H", "C", "C", "B", "N", "H", "C", "C", "S", "C", "H", "H", "C", "H", "C", "H", "H", "H"],
  "coordinates": [[-2.714, 0.610, 0.225], [0.491, 2.069, 0.126], [-3.446, -2.605, 0.045], [2.075, 2.844, -0.764], [1.945, 3.196, 1.058], [3.628, -0.698, 0.011], [-0.750, -0.662, -0.119], [0.767, -0.643, -0.534], [-0.657, 1.746, 0.027], [4.337, -0.930, 0.776], [-2.872, -1.723, 0.117], [1.621, 2.639, 0.221], [1.994, -1.400, 0.534], [-1.321, 0.580, 0.056], [-4.673, -0.619, 0.642], [3.907, -1.173, -0.858], [-1.526, -1.821, -0.144], [-1.040, -2.773, -0.326], [-3.565, -0.518, 0.293], [3.846, 0.390, -0.034], [-3.083, 1.625, 0.250], [1.035, -0.135, -1.599]],
  "nbo_charge": [-0.168, 0.461, 0.204, 0.245, 0.247, -0.718, -0.331, 0.305, -0.434, 0.224, -0.199, -0.662, 0.078, 0.098, 0.237, 0.213, -0.202, 0.218, -0.226, 0.234, 0.214, -0.038]
}

2.
{
  "formula": "C30H37N4O",
  "method": "the ωB97M-V functional and the def2-TZVPD basis",
  "charge": 1,
  "e_lumo_ha": -0.1898,
  "e_above_lowest_kcal_mol": 17.6,
  "elements": ["H", "C", "H", "O", "H", "N", "C", "H", "H", "C", "H", "H", "N", "N", "H", "H", "C", "C", "H", "H", "C", "H", "C", "C", "C", "C", "H", "C", "C", "H", "H", "H", "H", "H", "C", "C", "C", "H", "H", "C", "C", "H", "C", "C", "C", "N", "H", "C", "H", "H", "H", "C", "C", "H", "H", "C", "C", "H", "H", "C", "H", "H", "H", "C", "C", "C", "H", "H", "H", "H", "C", "H"],
  "coordinates": [[4.168, -1.196, -0.488], [-0.616, -4.973, 4.470], [2.428, 0.565, 3.025], [2.760, -3.673, 2.607], [3.822, 0.533, -0.624], [1.814, -0.806, 0.768], [1.030, -0.037, -0.018], [4.092, 1.043, 2.545], [-0.536, -4.228, 0.646], [-0.293, -3.698, 4.005], [-0.678, -1.625, 1.527], [-5.104, -1.580, -1.053], [-2.686, 0.425, -1.925], [2.944, 8.266, -3.290], [0.222, 6.065, -3.615], [-0.031, -2.889, 4.691], [0.134, -2.073, 2.123], [1.403, 1.227, -0.465], [-2.830, 2.145, -3.168], [-2.831, -1.493, -2.830], [2.873, 5.129, -1.692], [4.829, -2.675, 3.212], [-0.918, -5.991, 3.555], [-4.763, 1.137, -0.681], [1.161, 3.367, -1.696], [2.614, -2.591, 2.042], [0.341, -1.401, 2.972], [4.133, -0.249, 0.069], [-3.228, -0.994, -1.935], [2.371, 1.587, -0.134], [-0.591, 3.825, -2.883], [2.679, 1.687, 1.681], [-2.839, 2.149, -0.707], [-5.101, 0.636, -4.105], [-4.754, 1.136, -3.193], [-3.237, 1.124, -0.710], [-5.325, 0.411, -1.938], [-5.113, 2.175, -0.658], [-0.622, -5.164, 5.545], [-4.753, -1.037, -1.938], [-3.229, 1.120, -3.155], [-1.171, -6.988, 3.917], [3.152, -0.410, 1.239], [0.832, 5.442, -2.959], [0.673, 2.078, -1.290], [3.532, -1.583, 2.015], [-2.828, 0.593, -4.033], [2.083, 5.923, -2.534], [5.132, -0.006, 0.451], [5.635, -1.643, 2.001], [-6.420, 0.409, -1.941], [-0.893, -5.733, 2.179], [0.381, 4.195, -2.550], [-0.305, 1.747, -1.652], [-1.118, -6.520, 1.457], [-0.265, -3.442, 2.631], [2.555, 7.214, -2.952], [0.064, -0.460, -0.305], [-2.838, 0.615, 0.180], [-0.570, -4.453, 1.716], [4.913, -0.910, 3.450], [-5.102, -1.577, -2.826], [3.845, 5.502, -1.362], [1.389, -2.122, 1.250], [2.430, 3.879, -1.278], [3.086, 0.805, 2.177], [-5.112, 0.638, 0.231], [-5.104, 2.174, -3.219], [1.240, -2.814, 0.397], [-2.831, -1.521, -1.055], [4.796, -1.707, 2.705], [3.082, 3.298, -0.623]],
  "lowdin_charge": [0.113, -0.064, 0.108, 0.104, 0.072, 0.058, 0.048, 0.098, 0.112, -0.039, 0.116, 0.113, -0.163, 0.188, 0.133, 0.116, -0.083, -0.059, 0.100, 0.113, -0.004, 0.104, -0.072, -0.142, -0.188, -0.365, 0.132, 0.023, -0.176, 0.053, 0.118, 0.072, 0.106, 0.114, -0.142, -0.195, -0.277, 0.113, 0.110, -0.144, -0.179, 0.108, -0.459, 0.002, 0.063, -0.038, 0.115, -0.202, 0.098, 0.098, 0.139, -0.066, 0.011, 0.114, 0.109, -0.243, -0.150, 0.153, 0.105, -0.045, 0.097, 0.114, 0.133, -0.151, 0.012, 0.023, 0.113, 0.113, 0.172, 0.103, 0.002, 0.110]
}

3.
{
  "formula": "C10H21N2Zr",
  "method": "the ωB97M-V functional and the def2-TZVPD basis",
  "charge": 1,
  "e_lumo_ha": [-0.1153, -0.1160],
  "e_above_lowest_kcal_mol": 6.3,
  "elements": ["H", "C", "H", "H", "C", "Zr", "H", "H", "H", "H", "C", "C", "H", "H", "N", "H", "H", "H", "H", "H", "N", "H", "C", "H", "H", "H", "C", "H", "C", "H", "C", "C", "C", "H"],
  "coordinates": [[-2.392, 2.713, 1.234], [-0.309, -1.130, -0.576], [-0.885, 3.540, -1.794], [0.281, -3.033, 2.254], [-1.080, 1.774, -2.685], [-1.410, 0.779, -0.525], [-0.659, -4.353, 0.461], [4.046, 0.195, 0.140], [-1.423, 1.674, 2.090], [-1.769, 2.384, -3.263], [0.339, 1.263, 0.456], [0.086, -2.095, 1.718], [1.057, 3.091, 1.404], [1.046, -2.659, 0.002], [-2.214, 1.723, 1.434], [-0.777, 3.424, -1.021], [-0.168, -1.497, -1.604], [-0.092, 1.953, -3.109], [-1.863, -3.107, 0.004], [-3.039, 1.295, 1.851], [0.085, -2.388, 0.268], [-0.895, -1.699, 2.011], [2.998, 0.501, 0.218], [2.301, -1.328, -0.731], [-1.314, 0.704, -2.906], [-0.671, -3.676, -1.202], [2.663, 1.734, 0.793], [3.469, 2.398, 1.119], [1.322, 2.121, 0.957], [0.860, -1.354, 1.935], [-0.840, -3.464, -0.144], [2.035, -0.367, -0.266], [0.676, 0.015, -0.166], [-1.462, -1.133, -0.356]],
  "nbo_charge": [0.400, -0.411, 0.094, 0.235, -1.194, 1.350, 0.236, 0.234, 0.424, 0.234, -0.354, -0.436, 0.229, 0.434, -1.078, -0.067, 0.236, 0.232, 0.239, 0.411, -0.363, 0.233, -0.203, 0.198, 0.153, 0.231, -0.164, 0.234, -0.224, 0.248, -0.435, -0.189, -0.246, 0.078]
}

4.
{
  "formula": "C3H3I2N",
  "method": "the ωB97M-V functional and the def2-TZVPD basis",
  "charge": 0,
  "e_lumo_ha": [-0.0837, -0.1273],
  "e_above_lowest_kcal_mol": 50.3,
  "elements": ["I", "H", "H", "C", "I", "C", "C", "N", "H"],
  "coordinates": [[3.564, -1.009, -0.191], [-0.765, -0.182, 1.470], [-0.196, -1.614, 0.733], [-0.515, -0.584, 0.539], [-2.632, -0.913, -0.279], [0.131, 0.233, -0.563], [0.113, 1.517, -0.255], [0.138, 2.605, 0.078], [0.162, -0.053, -1.532]],
  "nbo_charge": [-0.029, 0.234, 0.244, -0.446, 0.025, -0.206, 0.173, -0.231, 0.237]
}

5.
{
  "formula": "CH5NO3",
  "method": "the ωB97M-V functional and the def2-TZVPD basis",
  "charge": 1,
  "spin_multiplicity": 2,
  "e_lumo_ha": [-0.1512, -0.3825],
  "e_above_lowest_kcal_mol": 0.0,
  "elements": ["N", "H", "H", "H", "O", "O", "C", "H", "O", "H"],
  "coordinates": [[-0.070, -0.104, -0.852], [-2.391, -0.437, -1.165], [1.160, 0.366, 1.231], [-0.180, -0.730, -1.640], [1.944, 0.301, 0.676], [-0.751, 0.255, 1.258], [-1.035, -0.076, 0.104], [2.693, 0.754, 1.118], [-2.267, -0.419, -0.206], [0.897, 0.092, -0.524]],
  "lowdin_spin": [0.425, 0.001, 0.000, 0.010, 0.012, 0.544, 0.032, 0.000, -0.030, 0.007]
}

6.
{
  "formula": "C30H49ClO7",
  "method": "the ωB97M-V functional and the def2-TZVPD basis",
  "charge": 0,
  "e_lumo_ha": -0.0383,
  "smiles": "C#CC1=C(Cl)C(=O)C(CCc2ccccc2)=C([C@H](C)CC)C1=O.CCO.CCO.CCO.CCO.CCO",
  "elements": ["H", "H", "O", "H", "H", "C", "C", "H", "O", "H", "H", "O", "H", "H", "C", "C", "H", "O", "H", "O", "H", "H", "C", "C", "H", "H", "C", "H", "H", "H", "H", "H", "Cl", "H", "H", "H", "H", "H", "H", "C", "H", "C", "C", "C", "C", "C", "H", "C", "C", "C", "C", "C", "H", "C", "H", "H", "C", "O", "C", "C", "H", "H", "C", "H", "H", "H", "O", "H", "C", "C", "H", "H", "H", "H", "C", "H", "H", "H", "H", "H", "H", "C", "C", "C", "H", "H", "C"],
  "coordinates": [[5.483, -3.296, -6.063], [5.045, -4.415, -3.059], [-5.471, -0.339, 1.066], [-0.044, 2.353, 1.676], [-1.256, 5.002, -5.117], [-2.739, 1.937, 2.359], [-0.727, 0.241, 1.945], [-0.029, 1.299, 0.178], [-2.316, 5.692, -6.744], [-1.088, -0.127, 4.109], [-0.719, 7.294, -4.242], [6.256, -3.402, -5.499], [-3.046, 4.995, 0.668], [-4.680, -1.710, 6.180], [-2.948, -1.829, 1.319], [-2.380, -2.526, 3.761], [-4.439, -1.880, 3.651], [-0.813, 5.286, -0.794], [-0.597, -3.016, 6.649], [1.212, -3.163, 1.033], [4.009, -3.268, -3.919], [-3.982, 4.676, 5.728], [-4.000, 1.953, 3.238], [5.402, -2.354, -2.541], [-2.317, 4.113, -1.569], [-0.375, -3.172, 4.242], [-3.167, -0.373, 1.745], [-2.740, 5.901, -4.763], [2.630, -4.996, -0.315], [0.595, -0.564, 3.562], [2.964, -2.890, -1.895], [1.916, 1.536, 2.474], [-6.436, 0.928, 3.835], [-1.666, 8.010, -5.562], [-2.966, 6.638, 0.052], [-2.498, -1.798, 0.309], [8.283, -3.446, -5.689], [2.305, 1.487, 0.760], [1.849, -0.032, 1.665], [-1.861, 5.869, -5.405], [-1.540, 5.653, -7.312], [-0.249, 0.124, 3.445], [-2.101, -2.708, 2.273], [-4.631, 0.052, 1.832], [1.418, -4.528, 1.403], [1.655, 1.040, 1.522], [0.518, -4.898, 1.908], [-4.125, 2.965, 4.259], [-4.073, 3.776, 5.147], [0.136, 1.354, 1.268], [-1.465, -2.742, 6.041], [-4.932, 1.035, 2.966], [-2.227, 5.774, -2.178], [-1.061, 7.151, -5.269], [0.476, -3.140, 0.412], [0.920, -5.333, -0.537], [4.485, -3.487, -2.959], [-2.256, 2.968, 1.972], [-3.603, -2.121, 4.315], [-2.696, -2.334, 6.581], [2.244, -4.551, 2.114], [6.183, -2.194, -3.283], [7.412, -3.312, -6.330], [-1.008, -2.634, 2.123], [8.361, -1.896, -7.662], [-2.811, -2.282, 7.664], [3.468, -3.706, -1.979], [7.392, -4.130, -7.058], [-2.219, 0.548, 2.002], [-1.332, -2.828, 4.654], [-0.513, -0.678, 1.380], [-3.930, -2.307, 1.180], [6.589, -1.824, -7.663], [-4.169, 5.511, -0.606], [-3.146, 5.601, -0.235], [-0.740, 4.731, -0.009], [-0.188, 7.133, -5.927], [-2.360, -3.759, 2.037], [4.837, -1.425, -2.419], [5.867, -2.577, -1.579], [7.486, -1.158, -6.306], [-3.744, -2.019, 5.706], [-2.145, 5.157, -1.283], [7.471, -1.970, -7.034], [0.055, 1.144, 3.744], [1.905, -6.415, 0.467], [1.738, -5.373, 0.187]],
  "lowdin_charge": [0.084, 0.113, 0.126, 0.092, 0.109, -0.249, -0.274, 0.113, -0.086, 0.076, 0.070, -0.097, 0.051, 0.104, -0.111, -0.223, 0.109, -0.086, 0.105, -0.106, 0.100, 0.044, -0.174, -0.089, 0.109, 0.113, -0.093, 0.104, 0.052, 0.084, 0.081, 0.070, 0.735, 0.076, 0.078, 0.128, 0.113, 0.070, 0.067, -0.331, 0.077, -0.031, -0.135, -0.353, -0.314, -0.099, 0.101, -0.088, 0.152, -0.203, -0.079, -0.513, 0.095, -0.093, 0.070, 0.078, -0.317, 0.124, -0.030, -0.088, 0.114, 0.056, -0.310, 0.081, 0.074, 0.100, -0.100, 0.108, -0.055, -0.068, 0.121, 0.117, 0.072, 0.075, -0.087, 0.069, 0.072, 0.128, 0.073, 0.077, 0.075, -0.076, -0.319, -0.092, 0.089, 0.077, -0.087]
}